Here is a structure of composition C15H13NaO9S2 from the OMol25 dataset. Energies are from the ωB97M-V functional and the def2-TZVPD basis.

Properties
HOMO level: -2.141 eV
HOMO-LUMO gap: 0.23407 Eh
E_LUMO: 4.2279 eV
max |F|: 0.530 eV Å⁻¹

```
! wB97M-V def2-TZVPD RIJCOSX def2/J DEFGRID3
* xyz -2 1
Na 1.0567 -0.1159 -0.6042
O 2.7221 0.5230 -2.9909
S 1.5027 0.0383 -3.6134
O 1.6984 -0.6116 -4.9018
O 0.6855 -0.7523 -2.6955
C 0.5186 1.5340 -4.0296
C 0.2687 1.6480 -5.3944
C -0.4478 2.7017 -5.9432
C -0.9400 3.6836 -5.1041
C -0.6992 3.5838 -3.7414
C 0.0196 2.5346 -3.1761
S 0.1961 2.6964 -1.3534
O 1.6244 2.7244 -1.0978
O -0.4989 3.9393 -1.0499
O -0.4560 1.5254 -0.7699
H 0.6583 0.8691 -6.0331
H -0.6127 2.7403 -7.0142
H -1.5069 4.5233 -5.4903
H -1.0742 4.3420 -3.0697
C -2.7188 -4.7534 3.1587
O -2.1940 -3.8659 4.1140
C -1.2716 -2.9474 3.6562
C -0.8107 -2.0350 4.6267
C 0.1118 -1.0973 4.2381
C 0.6298 -0.9893 2.9336
C 1.6569 -0.0070 2.6252
C 2.0162 1.0862 3.6361
O 2.2844 0.0438 1.5729
C 0.1272 -1.8971 1.9137
O 0.4469 -1.8932 0.7044
C -0.8275 -2.8886 2.3700
H -3.4429 -5.3759 3.6841
H -1.9401 -5.3902 2.7266
H -3.2197 -4.2202 2.3451
H -1.1862 -2.0928 5.6395
H 0.4599 -0.4098 4.9966
H 1.8328 0.8734 4.6858
H 1.4402 1.9715 3.3574
H 3.0685 1.3223 3.4881
H -1.1786 -3.5613 1.6001
*
```